# 1
Entry from the Open Molecules 2025 dataset: a molecular structure, C28H23IrN3OPS at a distorted geometry (ωB97M-V/def2-TZVPD).

Calculated values
Frontier orbital gap (Ha): 0.283
Energy above the lowest of the compared OMol25 structures with the same formula, charge and spin (kJ/mol): 106.0
Electronic energy (Ha): -2163.6756
Total charge: +2
Strongest force on any atom (eV/A): 1.85

```
58
Properties=species:S:1:pos:R:3:forces:R:3
Ir -0.949903 0.998626 0.000018 0.0 0.7 0.0
C 4.273296 0.878010 -0.000729 -0.1 0.1 0.0
N 3.454748 2.090871 -0.000952 0.3 0.1 0.0
C 3.940781 3.385493 -0.001563 0.0 -0.2 0.0
C 2.890762 4.207902 -0.001462 -0.1 0.0 0.0
N 1.724671 3.410172 -0.000832 -0.1 0.3 0.0
C 2.115655 2.115606 -0.000658 0.1 -0.2 0.0
S 1.297290 0.629157 -0.000306 0.4 0.3 0.0
C 0.411203 3.959168 -0.000500 0.2 -0.1 0.0
C 0.326927 5.347862 -0.000365 0.0 0.1 0.0
C -0.897511 5.970418 0.000243 0.0 0.1 0.0
C -2.030837 5.180357 0.000569 -0.1 0.0 0.0
C -1.876196 3.820750 0.000481 0.3 -0.1 0.0
N -0.673907 3.168717 -0.000073 -0.2 0.2 0.0
H 5.315828 1.179094 -0.001065 0.0 0.0 0.0
H 4.058708 0.290085 -0.891453 0.0 0.0 0.0
H 4.059117 0.290698 0.890493 0.0 0.0 0.0
H 4.994744 3.599676 -0.001959 0.0 0.0 0.0
H 2.886761 5.277380 -0.001813 0.0 0.0 0.0
H 1.210789 5.957974 -0.000613 0.0 0.0 0.0
H -0.956499 7.050208 0.000412 0.0 0.0 0.0
H -3.026740 5.597836 0.000995 0.0 0.0 0.0
H -2.747669 3.205938 0.000938 -0.1 -0.1 0.0
O -3.122415 1.268936 0.000589 -0.1 0.7 0.0
C -2.677329 0.156441 0.001512 -0.5 -1.8 0.0
C -3.208417 -1.201317 0.000919 0.0 1.1 0.0
C -4.554007 -1.543358 0.001043 -0.3 -0.2 0.0
C -4.853608 -2.896156 0.000206 0.1 0.1 0.0
C -3.828207 -3.848083 -0.000685 0.0 0.0 0.0
C -2.488313 -3.479398 -0.000774 0.0 0.0 0.0
C -2.193076 -2.126287 0.000007 0.2 -0.4 0.0
P -0.589623 -1.313103 0.000150 0.1 -0.4 0.0
C 0.170472 -1.835582 -1.556191 0.1 -0.1 0.0
C -0.465032 -1.317758 -2.689838 0.0 0.0 0.0
C -0.042360 -1.671789 -3.958044 0.0 0.0 0.0
C 1.026363 -2.545277 -4.113578 0.0 0.0 0.0
C 1.664431 -3.060307 -2.997499 0.0 0.0 0.0
C 1.240681 -2.711398 -1.721720 0.0 0.0 0.0
C 0.169785 -1.835441 1.556923 0.1 -0.1 0.0
C -0.466873 -1.319032 2.690555 0.0 0.0 0.0
C -0.044958 -1.673985 3.958758 0.0 0.0 0.0
C 1.024096 -2.547091 4.114297 0.0 0.0 0.0
C 1.663406 -3.060547 2.998250 0.0 0.0 0.0
C 1.240560 -2.710493 1.722483 0.0 0.0 0.0
H -5.327929 -0.787896 0.001728 0.0 0.0 0.0
H -5.885136 -3.218807 0.000229 0.0 0.0 0.0
H -4.086524 -4.898809 -0.001342 0.0 0.0 0.0
H -1.706938 -4.228007 -0.001467 0.0 0.0 0.0
H -1.296372 -0.630142 -2.584572 0.0 0.0 0.0
H -0.545862 -1.266194 -4.824950 0.0 0.0 0.0
H 1.358693 -2.823674 -5.104579 0.0 0.0 0.0
H 2.494486 -3.744039 -3.112598 0.0 0.0 0.0
H 1.762802 -3.136977 -0.882709 0.0 0.0 0.0
H -1.298650 -0.631963 2.585372 0.0 0.0 0.0
H -0.549394 -1.269549 4.825669 0.0 0.0 0.0
H 1.355738 -2.826336 5.105290 0.0 0.0 0.0
H 2.493794 -3.743864 3.113349 0.0 0.0 0.0
H 1.763716 -3.134720 0.883424 0.0 0.0 0.0
```
Forces are in eV/Å.

natural (NBO) atomic charge list, values in e, 8 entries:
1. Ir 0.2881
2. C -0.4161
3. N -0.3146
4. C -0.0111
5. C -0.0655
6. N -0.3519
7. C 0.2826
8. S 0.0267

# 2
Entry from the Open Molecules 2025 dataset: a molecular structure, C28H23N7OPtSb at a distorted geometry (ωB97M-V/def2-TZVPD).

Calculated values
Frontier orbital gap (alpha / beta) (Ha): 0.182 / 0.230
Energy above the lowest of the compared OMol25 structures with the same formula, charge and spin (kJ/mol): 14.1
2S+1: 5
Electronic energy (Ha): -1897.6109
Total charge: +3
Strongest force on any atom (eV/A): 3.68

```
61
Properties=species:S:1:pos:R:3:forces:R:3
Pt 1.196702 0.898104 -0.778577 -1.0 0.5 -0.1
C 2.672921 -1.965105 -2.115055 -0.7 0.1 0.1
C 2.534574 -2.027027 -0.636642 0.3 1.1 1.3
C 3.065753 -3.092382 0.137760 -0.9 1.4 1.0
C 3.001608 -3.026491 1.555620 -0.7 1.5 -2.6
C 2.304714 -1.923326 2.118997 1.7 -2.4 1.2
C 1.814056 -0.953933 1.333101 0.2 0.1 -1.8
N 1.978752 -0.913953 -0.017434 0.1 -1.5 0.3
Sb 0.650895 -3.003295 6.152159 -1.5 -0.8 -1.3
C -0.878607 -3.749939 4.658815 1.1 1.1 -0.7
C -2.073162 -4.405545 4.914016 0.4 -1.0 -1.2
C -2.795697 -4.885883 3.781085 0.1 0.1 1.6
C -2.376957 -4.622251 2.488359 -0.8 -0.3 1.8
C -1.242106 -3.890921 2.338015 3.3 1.6 -0.4
C -0.766683 -3.563564 0.897431 -1.8 -1.4 0.2
N -0.479387 -3.455292 3.386620 -0.7 -0.5 -0.1
C -0.359488 -0.030753 1.411770 -1.7 -0.5 0.4
C -1.338683 -0.492186 2.299115 0.3 0.2 -0.5
C -2.538760 -0.850271 1.747960 -0.1 0.2 -0.2
C -2.758148 -0.660616 0.401383 -0.8 0.5 0.0
C -1.814835 -0.046896 -0.392724 0.7 0.4 0.4
C -2.182638 0.333608 -1.763692 0.7 0.0 -1.8
N -0.569684 0.232976 0.128977 -0.3 -0.4 -0.8
H 3.274872 -1.126510 -2.427724 0.3 0.3 0.0
H 1.693774 -1.832019 -2.565925 -0.2 0.0 -0.1
H 3.095264 -2.861651 -2.515496 0.3 -0.5 -0.2
H 3.520255 -3.922941 -0.376770 0.1 -0.1 0.0
H 3.508601 -3.814877 2.055813 0.0 -0.3 1.0
H 2.196617 -1.845476 3.190617 -0.1 0.1 0.0
H -2.290945 -4.764679 5.899216 -0.5 0.2 0.4
H -3.657818 -5.495745 4.025356 -0.1 0.1 -0.4
H -2.902156 -4.952621 1.630742 -0.5 -0.4 -0.6
H -1.702405 -3.572517 0.297912 0.6 0.2 0.1
H -0.149373 -4.328031 0.400741 0.1 0.1 0.7
H -0.323042 -2.608782 0.791764 0.6 0.9 0.1
H -1.128080 -0.619181 3.343155 0.2 0.0 0.1
H -3.339287 -1.271389 2.309824 -0.3 -0.2 0.7
H -3.772069 -0.822532 0.025270 0.5 -0.2 -0.2
H -2.850317 1.200807 -1.832468 0.2 0.0 0.3
H -2.728915 -0.490520 -2.227299 -0.1 0.0 0.1
H -1.305195 0.503238 -2.433113 -0.5 0.1 0.7
N 2.868840 1.709306 -1.457863 -0.9 -1.0 0.6
C 3.662230 2.302879 -2.012827 1.9 1.0 -1.3
N 4.638490 2.989552 -2.602015 -0.7 -0.3 0.6
C 4.935357 2.769139 -3.816177 0.8 -0.4 -2.1
N 5.305826 2.599056 -4.953952 -0.7 0.3 1.9
O 1.058206 0.394658 3.077698 0.8 0.1 1.3
N 0.948290 0.019030 1.891737 0.3 0.5 -0.4
C 0.423926 2.604698 -1.354822 -0.6 0.6 -0.1
C -0.046357 3.692438 -1.730305 0.2 -0.8 0.1
C -0.571462 4.874828 -2.229379 0.2 0.5 -1.2
C -0.308443 5.287411 -3.614535 -0.5 -1.1 2.1
C -0.697765 6.509445 -4.002550 0.0 1.6 -1.5
C -1.428360 7.401782 -3.171594 0.1 -0.3 0.8
C -1.773344 6.977065 -1.849061 -0.2 0.4 -0.6
C -1.333812 5.752797 -1.406245 0.0 -0.2 0.8
H 0.112032 4.563029 -4.272864 0.5 -0.2 -0.4
H -0.410756 6.827759 -5.019607 -0.4 -0.1 0.6
H -1.695079 8.421135 -3.517561 0.1 -0.9 0.2
H -2.383270 7.634854 -1.212454 0.5 -0.4 -0.3
H -1.489472 5.389503 -0.384295 -0.2 0.5 -0.4
```
Forces are in eV/Å.

natural (NBO) atomic charge list, values in e, 8 entries:
1. Pt 0.7939
2. C -0.6635
3. C 0.2872
4. C -0.2272
5. C -0.0833
6. C -0.2407
7. C 0.3263
8. N -0.5182